[1]
Density functional theory data (ωB97M-V with the def2-TZVPD basis set) for C23H47AlClI2NO5P2 as an isolated structure at a distorted geometry.

Geometry as XYZ:
```
82
Properties=species:S:1:pos:R:3:forces:R:3:mulliken_charge:R:1
C -2.467 3.358 -3.358 0.3 0.1 0.1 -0.879
C -2.528 4.640 -2.506 0.5 -0.9 -0.5 -0.658
C -1.165 5.010 -1.912 -0.2 0.1 0.1 -0.882
C -0.881 4.506 -0.488 0.1 0.2 -0.3 -0.748
C -1.500 3.187 -0.051 -0.4 0.5 -0.2 -0.631
P -0.369 1.635 -0.009 0.0 -1.2 1.7 -0.096
Cl 0.700 2.164 -1.885 0.0 -0.3 -0.5 -0.150
C 1.103 2.347 0.952 1.2 0.3 -0.2 -0.968
I 2.886 1.964 -0.132 -0.8 0.5 -0.2 0.245
C 1.119 2.984 2.116 -0.4 -0.2 -0.1 0.646
C -0.104 3.394 2.888 0.5 0.4 0.5 -0.930
I 2.922 3.475 3.125 -0.3 0.3 -0.2 0.201
O 0.437 0.162 -0.191 0.1 0.4 -0.5 0.434
C -0.462 -0.880 0.143 -0.5 -0.6 0.7 -0.828
C 0.174 -2.274 0.114 -0.7 0.1 -0.3 -1.490
C -0.493 -3.107 -1.003 0.7 -0.2 0.6 -0.907
P -0.009 -2.567 -2.650 -1.1 0.3 -0.4 0.886
O -1.022 -1.689 -3.246 -0.1 0.1 0.0 -0.848
O 1.378 -1.822 -2.407 0.5 -0.5 -0.1 -0.089
C 2.022 -1.288 -3.588 0.2 0.1 -0.4 -0.286
C 3.290 -2.023 -3.950 0.1 0.3 -0.1 -1.224
O 0.226 -3.856 -3.538 0.5 0.1 0.3 -0.381
C 1.278 -4.789 -3.195 0.0 -0.6 -0.1 -0.041
C 0.725 -6.051 -2.540 -0.1 0.5 0.4 -1.393
C -1.155 -0.405 1.428 -1.1 -0.8 0.0 1.423
C -0.566 -0.728 2.797 0.6 0.6 -0.2 -1.981
C 0.889 -0.326 3.089 -0.1 -0.5 0.1 0.143
C 1.983 -1.415 2.968 0.4 0.4 0.6 0.758
C 3.056 -0.977 1.972 -0.2 -0.2 0.1 -0.075
C 2.673 -1.605 4.332 0.0 -0.1 -0.7 -1.681
C -2.642 -0.986 1.425 0.3 0.2 0.4 -1.698
N -3.662 0.015 1.286 -0.2 -0.1 -0.4 -0.181
C -4.193 0.537 2.534 0.4 0.1 -0.2 -0.846
O -1.246 0.997 1.231 0.4 0.5 0.2 -0.153
H -1.538 3.314 -3.928 0.1 0.1 -0.1 0.243
H -2.491 2.451 -2.755 -0.1 -0.1 0.0 0.161
H -3.271 3.321 -4.085 -0.2 -0.1 0.1 0.383
H -3.264 4.462 -1.726 -0.3 0.5 0.1 0.406
H -2.843 5.436 -3.170 -0.3 0.2 0.2 0.377
H -1.089 6.096 -1.873 0.1 0.1 0.1 0.446
H -0.378 4.689 -2.588 0.1 -0.1 -0.1 0.437
H -1.288 5.252 0.202 -0.2 0.0 0.1 0.633
H 0.195 4.548 -0.323 0.1 -0.1 0.1 0.044
H -1.939 3.257 0.940 0.3 -0.4 0.3 0.516
H -2.329 2.886 -0.683 0.0 0.0 -0.2 0.739
H -1.311 1.094 -1.045 0.2 0.5 -0.8 0.269
H -0.583 4.225 2.379 -0.3 0.0 -0.1 0.191
H -0.776 2.561 3.057 -0.2 -0.1 -0.3 0.058
H 0.181 3.779 3.862 0.0 0.0 0.1 0.708
H -1.294 -0.947 -0.564 0.3 0.6 -0.5 1.464
H -0.011 -2.786 1.053 0.2 0.0 0.2 0.880
H 1.233 -2.207 -0.100 0.2 0.0 0.3 0.225
H -0.286 -4.160 -0.829 0.2 -0.1 -0.2 0.400
H -1.574 -3.008 -0.967 -0.2 0.0 -0.1 0.436
H 1.333 -1.297 -4.430 -0.2 0.0 0.0 0.442
H 2.254 -0.243 -3.400 -0.1 0.1 0.3 0.244
H 3.102 -2.995 -4.390 0.0 -0.2 0.1 0.240
H 3.967 -2.103 -3.103 0.0 -0.1 0.1 0.286
H 3.803 -1.431 -4.705 0.1 0.0 -0.1 0.450
H 2.022 -4.320 -2.555 0.0 0.2 0.0 0.223
H 1.777 -5.044 -4.124 -0.1 0.1 -0.2 0.372
H 0.877 -6.014 -1.463 0.0 -0.1 0.1 0.337
H 1.213 -6.943 -2.913 0.0 -0.1 -0.1 0.391
H -0.347 -6.101 -2.705 -0.1 -0.2 -0.2 0.336
H -0.722 -1.782 3.004 0.0 -0.2 0.1 0.849
H -1.188 -0.167 3.496 -0.2 -0.1 0.1 0.478
H 0.901 0.007 4.126 0.0 0.1 0.1 0.915
H 1.187 0.531 2.490 -0.2 -0.1 0.0 -0.798
H 1.563 -2.380 2.697 -0.1 0.0 -0.3 0.277
H 3.350 0.050 2.241 0.1 0.2 0.0 -0.627
H 2.697 -0.934 0.946 0.0 0.0 -0.1 -0.525
H 3.951 -1.589 2.029 0.1 -0.2 -0.1 0.668
H 2.035 -2.120 5.041 0.0 0.1 0.2 0.403
H 2.952 -0.628 4.734 -0.1 0.2 0.3 0.237
H 3.595 -2.165 4.197 0.0 -0.3 0.2 0.419
H -2.783 -1.526 2.364 0.0 -0.2 0.1 0.403
H -2.745 -1.707 0.618 0.0 -0.1 -0.1 0.392
H -4.402 -0.314 0.687 -0.1 0.0 -0.1 0.332
H -4.454 -0.255 3.239 -0.2 -0.1 0.1 0.323
H -5.055 1.158 2.322 -0.2 0.0 0.1 0.353
H -3.440 1.168 3.007 0.0 0.1 0.1 0.165
Al 4.814 1.290 3.945 0.2 -0.4 0.1 0.707
```
Positions in Å, forces in eV/Å.

The HOMO energy comes out at -13.5 eV. As for the max |F|: 0.0392 Eh/bohr. The value obtained for the frontier orbital gap is 3.364 eV. As for the net charge: +2. For the electronic energy, the calculation gives -3315.553568 hartree.

=====

[2]
Density functional theory data (ωB97M-V with the def2-TZVPD basis set) for C36H37F3OsP2 as an isolated structure at a distorted geometry.

Geometry as XYZ:
```
79
Properties=species:S:1:pos:R:3:forces:R:3:mulliken_charge:R:1
Os -0.871 0.746 -1.085 -1.1 -1.9 6.7 -0.283
C -2.079 0.999 -2.596 -1.6 0.2 -1.9 -0.015
C -1.628 -0.368 -2.530 -0.1 -0.7 -2.0 -0.168
C -0.512 -0.869 -3.392 0.3 -0.2 -0.5 -1.100
C 0.719 0.107 -3.389 -0.3 -1.7 -0.9 -1.393
C 0.839 0.854 -2.116 1.1 1.1 -0.3 0.710
C 0.312 2.175 -1.823 2.3 0.5 -0.7 0.014
C -0.479 2.992 -2.752 -0.8 0.6 -0.8 -0.791
C -1.538 2.119 -3.447 -0.2 1.1 -0.9 -1.292
C 1.633 -0.094 2.476 0.0 0.7 0.4 -1.257
H -3.143 1.085 -2.410 0.0 0.2 0.4 0.749
H -2.384 -1.090 -2.226 0.1 0.0 0.1 0.833
H -0.915 -1.001 -4.409 0.3 -0.1 0.2 0.521
H -0.215 -1.859 -3.017 0.0 0.3 -0.2 0.333
H 1.605 -0.550 -3.414 -0.3 0.5 -0.6 0.460
H 0.665 0.778 -4.252 0.4 -0.3 0.1 0.352
H 1.789 0.627 -1.629 -0.6 0.3 0.1 0.553
H 1.003 2.714 -1.173 -0.4 0.0 0.4 0.034
H 0.119 3.539 -3.496 0.0 -0.2 0.2 0.422
H -1.003 3.744 -2.166 0.0 0.2 0.0 0.388
H -2.384 2.783 -3.656 0.2 -0.3 -0.4 0.439
H -1.126 1.748 -4.381 -0.3 -0.1 -0.2 0.277
H 0.883 0.682 2.639 0.4 -0.4 -0.3 0.058
H 2.500 0.192 3.083 0.0 -0.1 -0.1 0.649
H 1.278 -1.058 2.855 0.0 0.1 -0.3 0.387
P -1.405 -0.753 0.883 0.1 -1.6 -1.7 1.093
P 2.287 -0.283 0.811 1.5 -1.0 -0.2 2.534
C -0.087 -1.658 -0.122 -0.7 0.5 1.1 -0.665
C 1.271 -1.387 -0.196 -0.5 0.0 -0.3 -0.814
C -2.457 -2.241 1.255 -0.1 -0.2 0.7 0.565
C -2.928 -3.253 0.388 0.1 0.3 0.4 -0.110
C -3.697 -4.302 0.914 0.2 0.3 0.3 -0.801
C -3.964 -4.361 2.288 0.1 0.2 0.4 -0.582
C -3.438 -3.403 3.167 0.0 -0.2 -0.5 -0.650
C -2.700 -2.352 2.639 0.2 0.3 -0.3 -0.570
C -3.192 0.403 0.122 0.1 0.5 0.6 0.539
C -3.067 1.798 0.184 0.3 0.1 -1.0 0.421
C -4.118 2.664 -0.158 0.0 -0.4 0.1 -1.303
C -5.379 2.108 -0.404 0.3 0.2 0.0 -0.754
C -5.551 0.715 -0.375 0.7 -0.1 0.2 -0.646
C -4.450 -0.151 -0.123 -0.7 0.4 -0.3 -0.735
C 3.680 -1.387 1.122 -0.1 -0.2 0.1 0.670
C 3.300 -2.640 1.647 0.5 0.1 0.2 -0.811
C 4.261 -3.427 2.280 -0.1 0.1 -0.2 -0.701
C 5.587 -2.994 2.350 -0.2 0.4 -0.1 -0.597
C 5.955 -1.769 1.785 -0.2 0.0 -0.1 -0.754
C 5.009 -0.956 1.151 -0.2 -0.3 0.3 -0.509
C 3.022 1.304 0.207 -0.4 0.7 0.0 0.239
C 2.567 2.488 0.832 0.2 -0.5 0.1 -1.002
C 3.116 3.728 0.525 0.1 0.3 -0.4 -0.683
C 4.012 3.867 -0.538 -0.1 -0.4 0.3 -0.609
C 4.465 2.708 -1.189 -0.1 0.0 0.1 -0.917
C 4.023 1.435 -0.796 -0.4 -0.1 0.0 0.136
H -0.417 -2.588 -0.614 0.0 0.6 0.0 0.486
H 1.822 -2.110 -0.820 0.2 0.7 0.3 0.628
H -2.699 -3.247 -0.677 -0.1 0.1 0.2 0.333
H -4.083 -5.091 0.265 0.2 0.3 0.1 0.437
H -4.571 -5.166 2.708 0.2 0.2 -0.3 0.400
H -3.567 -3.451 4.250 -0.1 -0.1 -0.4 0.439
H -2.273 -1.601 3.305 -0.2 -0.2 -0.1 0.289
H -2.071 2.232 0.377 -0.3 0.2 0.3 0.384
H -3.950 3.745 -0.216 -0.1 -0.5 0.2 0.502
H -6.220 2.790 -0.589 0.3 -0.5 0.0 0.415
H -6.554 0.308 -0.531 0.4 0.0 0.1 0.446
H -4.629 -1.226 -0.073 0.1 0.3 -0.1 0.434
H 2.256 -2.973 1.594 0.4 0.1 0.1 0.268
H 3.975 -4.363 2.752 0.0 0.1 -0.2 0.414
H 6.328 -3.597 2.871 -0.2 0.1 -0.1 0.401
H 6.973 -1.415 1.866 0.1 -0.1 -0.1 0.437
H 5.275 0.006 0.707 0.1 -0.4 0.4 0.419
H 1.787 2.467 1.587 0.1 -0.2 0.0 0.212
H 2.812 4.600 1.101 0.0 -0.2 -0.2 0.467
H 4.358 4.867 -0.832 0.0 -0.6 0.1 0.444
H 5.190 2.817 -2.000 -0.2 -0.2 0.3 0.451
H 4.443 0.545 -1.284 -0.3 0.4 0.1 0.620
F -0.515 2.314 2.734 -0.3 -0.6 -0.6 -0.214
C -1.298 1.200 2.635 -0.9 1.3 3.1 0.421
F -0.983 0.435 3.730 -0.3 0.3 -1.2 -0.171
F -2.577 1.607 2.815 1.1 -0.6 -0.3 -0.228
```
Positions in Å, forces in eV/Å.

The HOMO energy (spin up / spin down) comes out at -12.0 / -14.2 eV. As for the max |F|: 0.1362 Eh/bohr. The value obtained for the frontier orbital gap (spin up / spin down) is 4.635 / 5.539 eV. The calculation puts the energy above the lowest of the compared OMol25 structures with the same formula, charge and spin at 76.1 kcal per mole. The spin multiplicity is 5. As for the net charge: +2. For the electronic energy, the calculation gives -2466.075643 hartree.

=====

[3]
Density functional theory data (ωB97M-V with the def2-TZVPD basis set) for a single C7H10 molecule at a distorted geometry.

Geometry as XYZ:
```
17
Properties=species:S:1:pos:R:3:forces:R:3:mulliken_charge:R:1
C -1.621 2.168 -0.079 0.0 1.5 -0.5 -0.663
C -0.331 1.878 0.108 0.6 -0.4 1.4 -0.572
C 0.197 0.496 0.253 -1.0 -0.5 -1.8 0.757
C 1.160 0.047 -0.815 -1.3 -0.4 -1.0 -0.110
C 2.199 -0.776 -0.705 0.6 1.8 1.2 -0.803
C -0.599 -0.446 0.831 1.5 -0.2 -0.3 -0.473
C -0.570 -1.913 0.459 0.8 -1.3 2.9 -1.229
H -2.380 1.565 -0.582 0.3 -0.4 0.9 0.299
H -1.896 3.231 0.087 0.1 -0.7 -0.5 0.224
H 0.371 2.697 0.250 -0.1 0.1 0.2 0.336
H 0.750 0.277 -1.818 0.4 -0.1 0.3 0.272
H 2.812 -1.093 -1.530 -0.1 -0.2 -0.3 0.301
H 2.668 -0.781 0.287 -0.2 -0.8 -0.2 0.273
H -1.102 -0.231 1.772 -0.7 0.4 -0.6 0.427
H 0.385 -2.396 0.800 -0.4 0.5 -0.7 0.308
H -1.231 -2.402 1.197 -0.3 0.0 -0.6 0.335
H -0.812 -2.320 -0.516 0.0 0.7 -0.4 0.319
```
Positions in Å, forces in eV/Å.

The HOMO energy comes out at -8.6 eV. As for the max |F|: 0.0638 Eh/bohr. The value obtained for the frontier orbital gap is 9.443 eV. The calculation puts the energy above the lowest of the compared OMol25 structures with the same formula, charge and spin at 70.9 kcal per mole. The structure (SMILES) is C=CC(C=C)=CC. As for the net charge: 0. For the electronic energy, the calculation gives -272.605021 hartree.

=====

Which of these has the highest max |F|? C36H37F3OsP2